Record 1
Here is C15H26F7I2N2O2P in the gas phase in a non-equilibrium geometry from the Open Molecules 2025 dataset. Energies are from ωB97M-V/def2-TZVPD.

Values from the calculation:
strongest force on any atom: 0.0278 hartree/bohr
HOMO: -8.24 eV
orbital gap: 0.2860 Eh

Positions of all 55 atoms, in Å:
C 4.1904 -1.0670 -1.3519
C 3.4538 -0.3479 -0.2015
C 4.4832 0.1923 0.8074
C 2.6621 0.8569 -0.7198
C 1.4085 0.4779 -1.5275
P -0.1074 0.2155 -0.5614
C 0.2751 -0.3815 1.1543
C -0.5874 -0.1161 2.3975
C -1.9258 -0.8373 2.4805
N -2.7547 -0.2151 3.5306
C -1.6500 0.5423 -1.5479
O -1.3940 1.6577 -2.3981
N -2.1192 1.4912 -3.6545
O -1.4249 1.6780 -4.5572
C -0.2059 2.0987 0.1628
I 0.7826 3.6566 -1.0502
C -1.5833 2.7487 0.4138
C -2.6751 2.0609 1.2115
I -1.2277 4.6045 1.5496
C -0.1613 -1.6975 -1.2195
F -0.1805 -1.7198 -2.5959
F 1.0252 -2.3010 -0.8586
C -1.2163 -2.7729 -0.7938
F -1.1937 -3.0209 0.5298
F -0.8139 -3.9320 -1.4077
C -2.6964 -2.6650 -1.2466
F -2.7963 -2.5262 -2.5591
F -3.3180 -3.7787 -0.8925
F -3.3280 -1.6489 -0.6431
H 3.9712 -0.5984 -2.3117
H 3.9629 -2.1305 -1.3941
H 5.2694 -0.9797 -1.2128
H 2.8371 -1.0512 0.3559
H 4.9955 1.0549 0.3752
H 5.2190 -0.5639 1.0757
H 3.9842 0.5577 1.7089
H 2.4285 1.5132 0.1209
H 3.3263 1.4321 -1.3679
H 1.6859 -0.4641 -2.0027
H 1.2020 1.1261 -2.3745
H 0.5190 -1.4418 1.1816
H 1.2354 0.0982 1.3670
H -0.6598 0.9392 2.6641
H 0.0114 -0.5383 3.2138
H -2.4855 -0.8126 1.5488
H -1.7225 -1.8761 2.7521
H -3.4966 -0.8550 3.7881
H -2.1945 -0.1022 4.3691
H -2.5452 0.6717 -0.9453
H -1.8840 -0.2973 -2.1988
H 0.3845 2.1946 1.0724
H -1.9872 3.1580 -0.5076
H -2.4633 1.9803 2.2734
H -2.9358 1.0648 0.8594
H -3.5792 2.6671 1.1386

Here are the Mulliken charges for atoms 1 to 2, given in e:
1. C -1.565
2. C 1.541



Record 2
Here is a 2-piece molecular cluster, C15H26N2O7 overall in a non-equilibrium geometry from the Open Molecules 2025 dataset. Energies are from ωB97M-V/def2-TZVPD.

Values from the calculation:
strongest force on any atom: 0.0738 hartree/bohr
relative energy (zero: lowest compared OMol25 entry of this formula, charge and spin): 0.00 kJ/mol
HOMO: -9.83 eV
orbital gap: 0.3629 Eh

Positions of all 50 atoms, in Å:
C -3.9583 5.9224 3.0252
C -2.5409 5.7004 2.4969
C -2.4838 4.4443 1.6246
C -1.0702 4.2339 1.0525
C -0.9897 2.9795 0.1418
C -1.3037 3.3401 -1.3421
C -2.7597 3.6994 -1.6045
O -3.0098 4.7575 -2.1509
O -3.7085 2.8114 -1.2365
C 0.3880 2.2750 0.2596
O 1.1834 2.3412 -0.6806
C 0.6732 1.3437 1.3924
O 0.3117 1.6973 2.5084
O 1.2897 0.1389 1.1512
H -3.9865 6.8146 3.6579
H -4.6603 6.0618 2.1974
H -4.2827 5.0636 3.6211
H -1.8484 5.5976 3.3393
H -2.2337 6.5727 1.9102
H -3.2123 4.5518 0.8189
H -2.7696 3.5712 2.2212
H -0.3784 4.1317 1.8954
H -0.7592 5.1223 0.4922
H -1.7279 2.2473 0.4874
H -1.0790 2.4821 -1.9817
H -0.6654 4.1679 -1.6683
H -4.5474 3.2153 -1.5076
H 1.4658 0.0042 0.1989
C 3.8115 -4.1961 -2.5195
N 3.0109 -3.0404 -2.1302
C 2.1951 -2.8635 -1.0837
O 1.7077 -1.7419 -0.9476
C 1.8149 -3.9633 -0.0503
C 2.9128 -4.3041 0.9703
N 1.1234 -5.1701 -0.5444
C 1.6258 -6.2849 -1.0792
C 0.6124 -7.2606 -1.6315
O 2.8127 -6.5704 -1.1194
H 4.2893 -4.6479 -1.6502
H 3.1863 -4.9378 -3.0184
H 4.5954 -3.8835 -3.2107
H 3.1218 -2.2113 -2.6936
H 1.0582 -3.4643 0.5572
H 3.7636 -4.7760 0.4822
H 3.2527 -3.3896 1.4577
H 2.5198 -4.9815 1.7287
H 0.1191 -5.1124 -0.5467
H -0.0730 -7.5585 -0.8398
H 0.0655 -6.7913 -2.4472
H 1.1378 -8.1395 -2.0043

Here are the Mulliken charges for atoms 1 to 2, given in e:
1. C -1.290
2. C -0.378



Record 3
Here is C15H26N5NiO2S2 as an isolated structure from the Open Molecules 2025 dataset. Energies are from ωB97M-V/def2-TZVPD.

Values from the calculation:
net charge: +1
strongest force on any atom: 0.0019 hartree/bohr
2S+1: 3
relative energy (zero: lowest compared OMol25 entry of this formula, charge and spin): 0.00 kJ/mol
HOMO (spin up / spin down): -10.88 / -10.92 eV
orbital gap (spin up / spin down): 0.3118 / 0.3137 Eh

Positions of all 51 atoms, in Å:
Ni 0.4454 -0.3023 -0.2114
C 2.7201 0.5253 1.5413
C 1.8400 -0.4382 2.3329
N 0.4413 -0.3703 1.8912
C -0.4065 0.6792 2.4753
C -0.1418 2.0784 1.9305
S -0.0635 2.1187 0.1079
C 1.6095 2.7652 -0.2061
C 2.6336 1.7057 -0.6251
N 2.4516 0.4350 0.0901
H 2.5337 1.5501 1.8539
H 3.7710 0.3244 1.7608
H 2.1803 -1.4581 2.1544
H 1.9414 -0.2291 3.4027
H -0.0279 -1.2518 2.0705
H -1.4316 0.3883 2.2458
H -0.3013 0.7070 3.5657
H -0.9568 2.7321 2.2372
H 0.7759 2.5129 2.3210
H 1.5161 3.5012 -1.0028
H 1.9195 3.3101 0.6842
H 2.5178 1.4999 -1.6884
H 3.6372 2.1173 -0.4733
H 3.0618 -0.2673 -0.3151
C -1.8866 0.2967 -3.8285
C -1.2763 -0.0474 -2.5116
N -0.0208 -0.0019 -2.2564
O 0.7768 0.4463 -3.3108
C -2.1371 -0.5457 -1.4167
C -3.5957 -0.7994 -1.6058
N -1.5012 -0.8189 -0.3262
O -2.0840 -1.4145 0.6839
H -1.1635 0.7379 -4.5042
H -2.7191 0.9845 -3.6820
H -2.2942 -0.6078 -4.2850
H 1.5511 -0.1275 -3.2657
H -3.7748 -1.5987 -2.3285
H -4.1064 0.0925 -1.9704
H -4.0262 -1.0920 -0.6521
S 1.4329 -2.4873 -0.5643
C 0.4218 -3.8459 -0.2718
N -0.8164 -3.7316 0.2525
C -1.6245 -4.7861 0.4985
C -1.2181 -6.0587 0.2333
C 0.0628 -6.2324 -0.3121
C 0.8660 -5.1504 -0.5626
H -1.2314 -2.7884 0.4708
H -2.5917 -4.5333 0.9094
H -1.8696 -6.8944 0.4363
H 0.4208 -7.2278 -0.5402
H 1.8524 -5.2672 -0.9860

Here are the Mulliken charges for atoms 1 to 2, given in e:
1. Ni -0.711
2. C -0.644



Record 4
Here is an isolated ion of composition C15H26N5O5 and charge +1 in a non-equilibrium geometry from the Open Molecules 2025 dataset. Energies are from ωB97M-V/def2-TZVPD.

Values from the calculation:
net charge: +1
strongest force on any atom: 0.0268 hartree/bohr
relative energy (zero: lowest compared OMol25 entry of this formula, charge and spin): 194.85 kJ/mol
HOMO: -11.00 eV
orbital gap: 0.3180 Eh

Positions of all 51 atoms, in Å:
C 4.7774 2.0775 0.0355
N 3.9283 0.9993 0.5035
C 4.5127 0.3237 1.6481
C 3.4950 0.0999 -0.5507
C 4.5374 -0.9080 -1.1096
O 4.0689 -1.5432 -2.2615
C 2.2929 -0.6430 -0.0806
N 1.9575 -1.8597 -0.3622
N 0.7853 -2.1050 0.2543
C 0.4604 -1.0273 0.8897
C -0.7715 -0.7858 1.7052
C -1.7077 -1.9826 1.6134
C -2.1787 -2.1786 0.1564
O -1.6068 -3.2145 -0.4946
O -3.5518 -2.3487 0.1360
O -1.8698 -0.9763 -0.6287
C -2.1096 0.2247 -0.0399
N -1.4984 0.3892 1.2311
C -2.0222 1.4209 -1.0045
C -3.0052 1.0055 -2.0997
C -4.1474 0.3645 -1.2888
N -3.6775 0.4304 0.1133
C -3.7596 1.8107 0.6169
C -2.6661 2.5471 -0.1848
O 1.3706 -0.0530 0.7142
H 4.2911 2.5901 -0.7923
H 5.7688 1.7385 -0.2896
H 4.9082 2.7849 0.8527
H 4.5605 1.0327 2.4738
H 3.8820 -0.5122 1.9472
H 5.5253 -0.0516 1.4551
H 3.1715 0.7214 -1.3988
H 4.8047 -1.6344 -0.3332
H 5.4317 -0.3568 -1.4083
H 3.3729 -2.1662 -2.0139
H -0.4850 -0.5926 2.7444
H -1.2065 -2.8934 1.9359
H -2.5795 -1.8166 2.2464
H -0.6287 -3.1588 -0.4443
H -3.7475 -3.0695 -0.4808
H -0.9295 1.2241 1.2946
H -1.0216 1.6367 -1.3671
H -2.5464 0.2795 -2.7677
H -3.3367 1.8587 -2.6864
H -4.2976 -0.6783 -1.5633
H -5.0918 0.8983 -1.3854
H -4.1222 -0.2792 0.6994
H -3.5469 1.8152 1.6857
H -4.7566 2.2164 0.4501
H -3.0807 3.3084 -0.8422
H -1.9536 3.0368 0.4764

Here are the Mulliken charges for atoms 1 to 2, given in e:
1. C -0.967
2. N -0.004



Record 5
Here is C15H27B2F6NO17PS4 as an isolated structure in a non-equilibrium geometry from the Open Molecules 2025 dataset. Energies are from ωB97M-V/def2-TZVPD.

Values from the calculation:
net charge: -1
strongest force on any atom: 0.1665 hartree/bohr
HOMO: -6.61 eV
orbital gap: 0.2861 Eh

Positions of all 73 atoms, in Å:
C 6.4839 -2.6389 1.8479
C 5.8222 -1.3097 1.1043
O 5.2841 -0.3305 2.1078
C 4.2907 0.5399 1.4615
O 4.5489 0.8882 0.1756
C 2.9063 1.1168 2.1577
C 1.6555 1.2578 1.0828
C 0.1714 0.9177 1.7778
C -0.3503 -0.5647 1.3436
C -1.6628 -0.6347 0.3557
S -1.8153 0.6924 -0.9452
C -2.0396 -0.1384 -2.6628
O -0.5953 1.6051 -1.1760
O -3.0583 1.6087 -0.8422
C -3.0680 -1.1342 1.0779
C -4.2670 -1.4905 -0.0329
B -5.8018 -1.1729 0.5127
O -6.7215 -2.3588 0.5459
O -6.3295 0.1421 0.9134
O -3.6300 -0.4371 2.1562
B -3.3776 0.9210 2.4812
O -4.1282 2.1014 1.9230
O -2.4176 1.2940 3.5805
C -2.5866 -2.5928 1.7649
P -3.9548 -3.8494 2.1042
C -3.3410 -5.0283 3.5287
O -4.0803 -4.9505 0.7166
O -2.0847 -2.1902 3.1224
S -0.4669 -1.7561 2.8349
O 0.4462 -3.0148 2.5536
O 0.0787 -1.1572 4.1529
H 7.6611 -2.5511 1.8495
H 6.1114 -3.6007 1.2818
H 6.1121 -2.6866 2.9750
H 4.9752 -1.7265 0.3876
H 6.6152 -0.7608 0.4290
H 2.5919 0.4922 3.1249
H 3.1477 2.2030 2.5615
H 1.7011 2.3867 0.6968
H 1.8860 0.5973 0.1454
H -0.5974 1.7647 1.4345
H 0.3344 1.0966 2.9205
H 0.5602 -1.0294 0.7214
H -1.4168 -1.5970 -0.3258
H -0.9420 -0.4644 -2.9631
H -2.7697 -1.0487 -2.6354
H -2.3440 0.7060 -3.4351
H -4.1932 -0.8122 -1.0115
H -4.1558 -2.5985 -0.4657
H -7.0817 -2.4428 1.4775
H -6.8774 -0.0636 1.7501
H -3.4989 2.7354 1.4701
H -2.6975 2.2266 3.8922
H -1.7452 -3.1272 1.1628
H -3.2392 -6.1488 3.1373
H -4.0938 -5.0618 4.4302
H -2.2697 -4.7148 3.9147
H -3.4592 -4.6095 -0.0144
C 4.6783 3.1958 -2.8669
F 5.6712 2.4015 -2.3711
F 3.7532 3.3202 -1.8680
F 5.2246 4.4397 -3.0213
S 3.9508 2.5583 -4.4125
O 3.3976 1.2527 -4.0456
O 5.0747 2.5060 -5.3515
N 2.9037 3.7296 -4.6304
S 2.0522 3.5325 -5.9538
O 1.0912 2.4256 -5.9513
O 2.7642 3.7235 -7.2196
C 1.0229 5.0280 -5.7796
F 1.7686 6.1732 -5.7532
F 0.2993 5.0315 -4.6195
F 0.1215 5.1821 -6.7923

Here are the Mulliken charges for atoms 1 to 2, given in e:
1. C -0.850
2. C -0.151



Record 6
Here is a 2-piece molecular cluster, C15H27BN5O2S overall in a non-equilibrium geometry from the Open Molecules 2025 dataset. Energies are from ωB97M-V/def2-TZVPD.

Values from the calculation:
net charge: +1
strongest force on any atom: 0.1117 hartree/bohr
HOMO: -9.83 eV
orbital gap: 0.2399 Eh

Positions of all 51 atoms, in Å:
C 1.7988 -1.0480 1.3519
C 0.7573 -0.0653 0.5937
C 0.7725 1.5513 0.7885
N -0.1778 -0.5912 -0.2294
C -1.4700 -0.0540 0.3078
C -1.7983 -0.4142 1.8009
C -3.1115 0.1239 2.5102
C -4.0999 1.0412 1.6990
B -5.4024 1.6074 2.4747
O -5.4351 1.3912 3.9272
N -6.5803 2.2810 1.8545
C -7.6090 2.5787 2.9405
C -6.2176 3.6663 1.3297
C -3.7089 1.3088 0.2063
N -4.4744 2.0815 -0.7449
S -3.6560 2.1537 -2.2407
N -2.2414 1.2098 -1.9725
C -2.4327 0.8207 -0.5975
H 1.1482 -1.8643 1.8414
H 2.2631 -0.4032 2.1946
H 2.5846 -1.4726 0.6328
H 0.4277 2.0410 -0.1841
H 1.8185 1.8892 1.1002
H 0.0671 1.8292 1.6581
H -1.0548 -1.0858 2.3713
H -3.2840 -0.1826 3.5929
H -4.9458 2.1013 4.3945
H -7.1626 3.3442 3.6875
H -8.4774 3.1069 2.3857
H -7.9977 1.6379 3.4537
H -6.7333 4.5111 1.8955
H -5.0709 3.7468 1.3054
H -6.5437 3.6613 0.2175
C 5.8161 -2.7591 -4.1293
C 4.7172 -2.0592 -3.3422
C 5.2444 -1.2303 -2.1652
O 5.6152 -2.0960 -1.0920
C 7.0167 -2.3720 -1.0209
N 3.8132 -3.1090 -2.7697
H 6.2802 -3.5705 -3.5664
H 5.4107 -3.1941 -5.0477
H 6.5973 -2.0513 -4.4150
H 4.1149 -1.4414 -4.0132
H 4.4240 -0.6103 -1.7848
H 6.0483 -0.5511 -2.4589
H 7.6247 -1.5657 -1.4379
H 7.2292 -3.3071 -1.5431
H 7.2829 -2.5047 0.0287
H 3.5871 -3.8591 -3.4267
H 2.9389 -2.7051 -2.4161
H 4.2867 -3.5173 -1.9461

Here are the Mulliken charges for atoms 1 to 2, given in e:
1. C -0.669
2. C 0.339



What is the strongest force on any atom in the fourth record?
0.0268 hartree/bohr



What is the strongest force on any atom in the sixth record?
0.1117 hartree/bohr



What is the formula in the third record?
C15H26N5NiO2S2